Below is C26H25FeN3O12P2Si as an isolated structure, with properties calculated with ωB97M-V/def2-TZVPD.

Its molar mass is 717.37 g mol⁻¹. The energy relative to the best compared isomer or geometry (same formula, charge and spin) is 11.40 kcal/mol. The highest occupied orbital energy (alpha / beta) is -3.05 / -5.64 eV. The LUMO energy (alpha / beta) comes out at 2.2 / 2.2 eV.

```
! wB97M-V def2-TZVPD RIJCOSX def2/J DEFGRID3
* xyz -1 6
Fe 3.032 -0.105 1.061
O 4.773 -4.007 1.771
C 4.004 -2.945 1.419
O 4.209 -1.846 1.938
C 2.991 -3.181 0.451
C 2.962 -4.300 -0.392
C 2.106 -4.316 -1.458
C 1.308 -3.165 -1.704
C 1.334 -2.132 -0.819
N 2.095 -2.134 0.315
C 0.465 -0.974 -1.136
O 0.028 -0.774 -2.250
O 0.122 -0.153 -0.110
H 5.444 -3.646 2.363
H 3.657 -5.110 -0.210
H 2.072 -5.163 -2.129
H 0.687 -3.084 -2.587
O 3.837 3.913 0.356
P 3.565 2.339 0.173
O 4.548 1.497 0.939
O 2.156 2.015 0.581
O 3.756 2.200 -1.406
P 3.970 0.698 -2.089
O 2.877 0.747 -3.265
O 5.317 0.616 -2.660
O 3.479 -0.274 -1.029
H 4.650 4.154 -0.112
H 1.992 0.494 -2.959
N 0.150 -0.574 4.385
C 0.893 -0.945 3.290
N 0.453 -2.014 2.594
O 1.948 -0.346 3.041
H -0.815 -0.849 4.428
H 0.359 0.347 4.730
H -0.514 -2.282 2.653
H 0.932 -2.172 1.703
C -4.144 -3.095 -0.108
C -3.935 -2.316 1.023
C -3.177 -1.154 0.935
C -2.608 -0.736 -0.274
C -2.848 -1.531 -1.404
C -3.606 -2.694 -1.323
Si -1.357 0.692 -0.320
C -1.564 1.698 -1.868
C -0.556 2.546 -2.336
C -0.756 3.330 -3.462
C -1.972 3.288 -4.135
C -2.986 2.458 -3.676
C -2.781 1.669 -2.550
C -1.767 1.819 1.126
C -0.849 2.478 1.951
C -1.284 3.317 2.972
C -2.639 3.524 3.185
C -3.565 2.906 2.353
C -3.130 2.070 1.336
H -4.718 -4.012 -0.040
H -4.361 -2.615 1.974
H -3.027 -0.555 1.828
H -2.425 -1.240 -2.360
H -3.769 -3.294 -2.211
H 0.398 2.588 -1.817
H 0.041 3.972 -3.815
H -2.128 3.900 -5.016
H -3.935 2.422 -4.197
H -3.581 1.020 -2.203
H 0.210 2.348 1.783
H -0.552 3.810 3.603
H -2.975 4.172 3.985
H -4.626 3.078 2.496
H -3.869 1.606 0.688
*
```